Formula: C4H12N2OS
Source: the OMol25 dataset
Level of theory: ωB97M-V with the def2-TZVPD basis set

Strongest force on any atom in eV Å⁻¹: 2.1
Energy above the lowest of the compared OMol25 structures with the same formula, charge and spin in eV: 1.348
SMILES: NC[C@@H](CS)NCO
Kohn-Sham gap in eV: 9.5
HOMO energy in eV: -8.695

```
20
Properties=species:S:1:pos:R:3:forces:R:3
C 0.801 0.932 0.064 -1.34 1.37 0.50
N 0.396 2.264 -0.410 0.09 -1.11 -0.78
C -0.249 -0.131 -0.256 0.12 0.03 0.10
C -0.343 -0.385 -1.762 0.25 -0.67 0.36
S -1.397 0.661 -2.760 -0.37 0.24 -0.26
N 0.055 -1.372 0.424 -0.66 0.40 0.24
C -0.410 -1.722 1.723 1.93 0.80 -0.31
O 0.450 -1.235 2.793 -0.19 0.02 -0.13
H 1.720 0.686 -0.403 0.97 -0.38 -0.35
H 0.944 0.993 1.144 0.25 -0.39 0.16
H 1.179 2.866 -0.591 -0.18 0.41 0.32
H -0.378 2.649 0.100 0.20 0.43 0.21
H -1.221 0.225 0.089 -0.19 0.03 0.14
H 0.675 -0.478 -2.154 -0.10 0.18 -0.19
H -0.808 -1.370 -1.865 0.04 0.05 -0.14
H -1.031 1.866 -2.304 0.24 -0.11 0.06
H 0.560 -2.052 -0.085 0.47 -0.50 -0.33
H -0.252 -2.794 1.798 -0.98 -0.14 0.26
H -1.385 -1.273 1.887 -0.49 -0.55 0.04
H 0.692 -0.329 2.567 -0.03 -0.12 0.11
```
Positions in Å, forces in eV/Å.

=====

Formula: C4H12N2P
Source: the OMol25 dataset
Level of theory: ωB97M-V with the def2-TZVPD basis set

Strongest force on any atom in eV Å⁻¹: 5.1
Energy above the lowest of the compared OMol25 structures with the same formula, charge and spin in eV: 2.269
Total charge: +1
Kohn-Sham gap in eV: 9.1
HOMO energy in eV: -12.684

```
19
Properties=species:S:1:pos:R:3:forces:R:3
C 0.002 1.749 -1.009 -2.09 0.28 1.61
C -0.117 -0.568 -0.037 -1.21 1.24 4.85
C -1.084 -1.674 0.397 -3.27 2.93 -1.62
C 1.298 -0.985 0.000 1.13 1.23 1.35
N -0.273 0.651 1.373 -1.19 -2.13 -4.34
N -0.670 0.428 -0.980 1.26 -1.37 -3.77
P 0.167 2.177 0.789 1.24 0.66 2.25
H 0.955 1.682 -1.268 4.02 -0.67 -1.80
H -0.471 2.512 -1.620 -0.60 -0.39 0.05
H -0.570 -2.310 1.005 1.24 -1.93 1.46
H -1.601 -2.197 -0.426 0.66 -0.03 0.11
H -1.956 -1.234 0.995 1.27 -0.42 -0.72
H 1.497 -1.711 0.826 -0.53 0.46 -0.87
H 1.890 -0.104 0.291 0.13 -0.18 -0.31
H 1.710 -1.343 -0.895 0.42 -0.77 -1.42
H -0.049 0.173 2.218 0.36 0.20 0.66
H -1.490 0.716 -0.538 -2.70 -0.32 0.57
H -0.849 0.034 -1.995 0.29 0.82 2.44
H 1.611 2.003 0.874 -0.43 0.40 -0.51
```
Positions in Å, forces in eV/Å.

=====

Formula: C4H12N2S
Source: the OMol25 dataset
Level of theory: ωB97M-V with the def2-TZVPD basis set

Strongest force on any atom in eV Å⁻¹: 3.5
Energy above the lowest of the compared OMol25 structures with the same formula, charge and spin in eV: 5.236
Kohn-Sham gap (spin up / spin down) in eV: 8.2 / 8.2
HOMO energy (spin up / spin down) in eV: -7.789 / -7.790

```
19
Properties=species:S:1:pos:R:3:forces:R:3
C 2.792 0.322 -0.096 -1.66 -0.02 -2.55
C -2.903 -0.561 -0.306 -0.77 -2.38 -2.51
C 1.671 -0.749 -0.055 -1.71 2.08 -2.03
C -1.509 -0.824 0.282 0.36 1.21 -0.01
N -0.229 1.590 -1.099 -0.45 -0.51 -1.14
N -0.442 1.540 1.414 0.21 -0.12 -0.09
S -0.342 0.673 0.138 3.26 -0.61 -1.01
H 2.597 0.955 -1.035 -0.15 -0.33 1.49
H 2.795 0.926 0.796 -0.15 0.23 0.23
H 3.811 0.054 -0.336 0.35 -0.98 0.39
H -3.612 -1.456 -0.136 1.04 1.46 0.61
H -3.378 0.394 -0.040 0.39 -0.47 0.13
H -2.915 -0.677 -1.464 0.50 0.83 1.74
H 1.459 -1.182 0.870 0.07 -1.03 1.32
H 1.308 -1.366 -0.977 1.19 1.27 1.67
H -0.870 -1.686 -0.018 -0.85 0.70 -0.61
H -1.522 -0.915 1.345 -0.31 0.11 0.97
H 0.097 1.210 -2.017 -0.40 -0.06 1.37
H 0.125 2.419 1.247 -0.91 -1.37 0.02
```
Positions in Å, forces in eV/Å.

=====

Formula: C4H12N2S
Source: the OMol25 dataset
Level of theory: ωB97M-V with the def2-TZVPD basis set

Strongest force on any atom in eV Å⁻¹: 2.4
Energy above the lowest of the compared OMol25 structures with the same formula, charge and spin in eV: 0.594
SMILES: NC[C@H](N)CCS
Kohn-Sham gap in eV: 10.1
HOMO energy in eV: -9.074

```
19
Properties=species:S:1:pos:R:3:forces:R:3
N 0.747 0.746 1.569 -0.66 -0.44 -0.14
C -0.033 0.358 0.395 -0.40 -1.55 0.59
C 0.370 -1.095 0.048 0.98 -0.57 -0.26
C -0.658 -1.829 -0.841 0.38 -0.11 0.78
S -1.108 -3.511 -0.214 -0.07 0.51 -0.06
C 0.156 1.273 -0.795 0.99 2.11 0.33
N -0.200 2.684 -0.489 -0.63 -0.45 -0.28
H 0.583 1.670 1.926 0.09 0.18 -0.10
H 1.720 0.528 1.468 0.38 0.20 -0.03
H -1.095 0.342 0.687 0.15 0.11 0.03
H 0.627 -1.757 0.890 -0.63 0.73 0.37
H 1.372 -1.041 -0.394 -0.10 0.07 -0.61
H -0.327 -2.107 -1.836 0.08 0.68 -0.20
H -1.481 -1.119 -0.839 -0.62 -0.59 -0.52
H -0.755 -3.312 1.059 -0.11 0.02 0.08
H -0.286 1.088 -1.778 -0.23 -0.75 0.40
H 1.239 1.322 -0.932 0.10 -0.25 -0.39
H -1.184 2.727 -0.229 0.08 0.11 -0.10
H 0.312 3.033 0.305 0.23 -0.01 0.11
```
Positions in Å, forces in eV/Å.

=====

Formula: C4H12N2S
Source: the OMol25 dataset
Level of theory: ωB97M-V with the def2-TZVPD basis set

Strongest force on any atom in eV Å⁻¹: 4.0
Energy above the lowest of the compared OMol25 structures with the same formula, charge and spin in eV: 5.580
Kohn-Sham gap in eV: 5.2
HOMO energy in eV: -7.431

```
19
Properties=species:S:1:pos:R:3:forces:R:3
C -1.008 0.670 -0.627 0.07 0.71 -2.33
N 0.441 0.458 -0.423 -0.25 0.07 1.78
C 0.883 0.969 0.846 2.85 -1.86 -2.18
C 1.304 -0.110 1.800 -0.86 -0.03 0.55
S 0.298 -1.571 1.831 -0.08 -0.07 -0.13
C -1.457 0.155 -1.999 0.87 -0.36 0.11
N -0.549 0.618 -3.037 0.48 0.33 -0.27
H -1.697 0.240 0.097 0.40 0.21 0.59
H -1.030 1.758 -0.756 -0.76 0.06 0.66
H 0.604 -0.548 -0.296 -0.53 -0.31 -0.06
H -0.140 1.364 1.427 -1.95 1.51 1.22
H 1.581 1.798 0.765 -0.44 0.53 0.22
H 2.286 -0.444 1.430 0.13 0.36 -0.13
H 1.423 0.268 2.813 0.37 0.25 -0.02
H -0.672 2.051 1.607 0.60 -1.17 -0.22
H -1.398 -0.939 -1.988 -0.32 -0.02 0.11
H -2.498 0.446 -2.144 0.01 0.05 -0.08
H 0.177 1.232 -2.694 -0.04 -0.17 0.19
H -0.924 1.043 -3.866 -0.55 -0.10 0.00
```
Positions in Å, forces in eV/Å.

=====

Formula: C4H12N2S
Source: the OMol25 dataset
Level of theory: ωB97M-V with the def2-TZVPD basis set

Strongest force on any atom in eV Å⁻¹: 3.2
Energy above the lowest of the compared OMol25 structures with the same formula, charge and spin in eV: 1.430
SMILES: NCNCCCS
Kohn-Sham gap in eV: 9.4
HOMO energy in eV: -8.478

```
19
Properties=species:S:1:pos:R:3:forces:R:3
C -0.065 -0.914 -0.481 -1.21 -1.17 -2.76
N 0.722 -0.456 0.604 -1.03 0.33 1.86
C 1.985 0.130 0.237 -1.88 0.13 -2.51
N 2.684 0.904 1.211 0.76 -0.38 0.10
C -0.972 0.127 -1.218 -1.23 0.57 0.83
C -1.968 0.827 -0.109 0.48 -1.15 -1.68
S -2.733 -0.421 1.032 -0.60 0.19 -1.17
H -0.769 -1.754 -0.290 1.00 0.43 0.66
H 0.610 -1.268 -1.281 -0.08 -0.34 0.03
H 0.694 -1.080 1.387 0.30 -0.32 0.26
H 2.603 -0.621 -0.263 0.62 -0.02 0.25
H 1.556 0.724 -0.624 1.41 0.31 0.65
H 3.474 0.374 1.534 0.74 -0.14 -0.33
H 2.191 0.961 2.070 -1.27 0.53 0.58
H -1.738 -0.314 -2.031 2.11 0.52 1.81
H -0.244 0.800 -1.750 -1.28 0.05 0.52
H -2.773 1.256 -0.701 -0.09 0.24 0.30
H -1.568 1.593 0.545 0.46 -0.06 -0.15
H -3.686 -0.868 0.128 0.76 0.31 0.76
```
Positions in Å, forces in eV/Å.

=====

Formula: C4H12N2S
Source: the OMol25 dataset
Level of theory: ωB97M-V with the def2-TZVPD basis set

Strongest force on any atom in eV Å⁻¹: 4.3
Energy above the lowest of the compared OMol25 structures with the same formula, charge and spin in eV: 5.222
Kohn-Sham gap in eV: 5.9
HOMO energy in eV: -8.427

```
19
Properties=species:S:1:pos:R:3:forces:R:3
C -0.720 -0.225 2.056 -0.53 -0.45 -1.99
C -0.226 0.308 0.676 -0.04 2.39 3.59
C 0.188 -0.999 -0.393 -0.18 -1.78 -1.34
S 1.386 -1.982 0.278 -0.19 0.44 0.00
N -0.975 1.298 0.198 0.38 -0.87 -0.63
C -0.252 2.239 -0.631 -0.38 0.04 -0.93
N -0.752 2.087 -1.981 -0.42 0.35 -0.62
H -0.651 0.685 2.645 0.09 -0.56 0.71
H -0.089 -1.097 2.267 0.22 0.45 0.56
H -1.749 -0.588 2.015 -0.07 0.18 0.08
H 0.445 -3.554 -2.112 -0.16 -0.12 0.00
H 0.389 -0.485 -1.333 0.39 0.34 0.33
H -0.780 -1.492 -0.503 -0.12 0.15 0.26
H 0.001 -3.651 -1.522 0.07 -0.09 -0.21
H 0.776 0.651 0.955 0.47 -0.04 -0.96
H 0.823 2.075 -0.670 0.24 -0.09 0.25
H -0.425 3.280 -0.352 -0.17 -0.16 0.54
H -1.764 1.989 -2.037 0.45 -0.01 0.06
H -0.272 1.447 -2.593 -0.05 -0.19 0.30
```
Positions in Å, forces in eV/Å.

=====

Formula: C4H12N2S2
Source: the OMol25 dataset
Level of theory: ωB97M-V with the def2-TZVPD basis set

Strongest force on any atom in eV Å⁻¹: 1.6
Energy above the lowest of the compared OMol25 structures with the same formula, charge and spin in eV: 3.722
Kohn-Sham gap (spin up / spin down) in eV: 7.1 / 7.7
HOMO energy (spin up / spin down) in eV: -7.079 / -7.120

```
20
Properties=species:S:1:pos:R:3:forces:R:3
C -1.182 -1.686 -0.039 0.20 0.00 0.23
C 2.629 0.367 -0.604 0.27 0.23 -0.22
C -1.716 -0.313 0.318 -1.28 -0.87 0.40
C -1.278 0.721 -0.568 0.20 1.26 -0.18
N 1.557 1.042 1.325 0.27 0.57 0.08
N 1.874 0.023 0.546 -0.59 -0.88 0.43
S -3.670 -0.432 0.353 0.73 0.25 0.40
S -1.221 2.396 -0.126 -0.04 -0.27 -0.25
H -1.422 -1.933 -1.070 -0.06 -0.04 -0.10
H -0.099 -1.682 0.081 0.11 -0.04 -0.03
H -1.612 -2.441 0.614 -0.03 -0.07 -0.03
H 2.709 1.451 -0.761 0.02 0.02 -0.12
H 3.639 -0.050 -0.506 0.03 0.10 -0.09
H 2.172 -0.097 -1.481 0.06 0.09 -0.07
H -1.535 -0.071 1.367 0.13 -0.01 -0.04
H -1.205 0.556 -1.628 0.09 -0.16 -0.23
H 1.835 1.996 1.113 -0.11 -0.22 0.09
H 1.111 0.825 2.197 0.05 0.08 -0.01
H -3.783 -0.656 -0.949 -0.03 -0.07 -0.39
H -1.519 2.221 1.164 -0.03 0.03 0.14
```
Positions in Å, forces in eV/Å.

=====

Formula: C4H12N2Si
Source: the OMol25 dataset
Level of theory: ωB97M-V with the def2-TZVPD basis set

Strongest force on any atom in eV Å⁻¹: 3.4
Energy above the lowest of the compared OMol25 structures with the same formula, charge and spin in eV: 1.909
SMILES: C=C[SiH](NC)NC
Kohn-Sham gap in eV: 9.6
HOMO energy in eV: -8.582

```
19
Properties=species:S:1:pos:R:3:forces:R:3
C -1.600 -0.727 -2.038 1.59 -1.00 0.73
C -0.581 -1.225 -1.304 -0.34 3.14 1.39
C -0.651 2.560 -0.542 0.97 -0.89 -0.57
C 1.536 -1.799 1.735 1.10 1.00 -0.05
N -0.228 1.499 0.371 -0.10 0.39 -0.16
N 0.980 -0.461 1.498 -1.43 -1.19 -0.35
Si 0.426 -0.020 -0.091 1.38 0.20 0.25
H -2.092 -1.411 -2.737 -0.31 0.72 0.12
H -1.802 0.339 -1.918 -0.47 -0.39 -0.51
H -0.290 -2.231 -1.270 0.21 -1.50 -0.46
H -0.482 3.541 -0.013 -0.01 -0.71 -1.24
H -0.079 2.374 -1.569 -1.44 1.06 2.08
H -1.709 2.317 -0.573 -0.46 1.12 -1.25
H 0.951 -2.258 2.459 -1.15 -1.37 1.22
H 1.735 -2.533 0.938 -0.30 0.82 -0.23
H 2.447 -1.541 2.228 1.26 -0.71 0.27
H -0.841 1.593 1.174 0.46 -0.68 0.11
H 0.441 -0.233 2.347 0.22 0.18 -1.06
H 1.838 0.217 -0.696 -1.19 -0.17 -0.27
```
Positions in Å, forces in eV/Å.

=====

Formula: C4H12N3
Source: the OMol25 dataset
Level of theory: ωB97M-V with the def2-TZVPD basis set

Strongest force on any atom in eV Å⁻¹: 4.9
Energy above the lowest of the compared OMol25 structures with the same formula, charge and spin in eV: 4.315
SMILES: C[C@H]1C[C@@H](N)N1[NH3+]
Total charge: +1
Kohn-Sham gap in eV: 10.0
HOMO energy in eV: -13.758

```
19
Properties=species:S:1:pos:R:3:forces:R:3
C 0.505 -1.238 -0.534 0.76 -0.95 0.54
C 0.780 0.293 -0.447 0.89 -2.14 0.08
C -0.962 -1.058 -0.076 2.08 0.95 -0.79
C 2.148 0.742 0.143 -4.35 2.19 0.64
N -0.437 0.458 0.341 -1.03 -0.70 0.85
N -1.476 -1.946 0.851 -0.93 1.37 1.55
N -1.192 1.719 0.094 0.53 -0.04 -2.16
H 0.627 -1.696 -1.534 -0.22 0.37 0.51
H 1.116 -1.906 0.164 -0.77 1.19 -0.63
H 0.679 0.718 -1.434 -0.17 0.26 -0.66
H -1.534 -0.969 -0.982 -0.94 0.18 -0.13
H 2.150 0.417 1.228 0.26 1.08 -1.16
H 1.979 1.875 -0.171 1.80 -1.85 1.58
H 2.876 0.234 -0.393 1.66 -0.43 -1.05
H -0.853 -2.028 1.701 -1.23 0.07 -1.24
H -2.466 -1.651 1.090 1.64 -0.97 0.04
H -2.175 1.558 -0.393 2.18 0.47 1.67
H -0.588 2.241 -0.664 -1.53 -0.67 1.84
H -1.177 2.235 1.015 -0.62 -0.39 -1.47
```
Positions in Å, forces in eV/Å.

=====

Copy entry 5 word for word.
Formula: C4H12N2S
Source: the OMol25 dataset
Level of theory: ωB97M-V with the def2-TZVPD basis set

Strongest force on any atom in eV Å⁻¹: 4.0
Energy above the lowest of the compared OMol25 structures with the same formula, charge and spin in eV: 5.580
Kohn-Sham gap in eV: 5.2
HOMO energy in eV: -7.431

```
19
Properties=species:S:1:pos:R:3:forces:R:3
C -1.008 0.670 -0.627 0.07 0.71 -2.33
N 0.441 0.458 -0.423 -0.25 0.07 1.78
C 0.883 0.969 0.846 2.85 -1.86 -2.18
C 1.304 -0.110 1.800 -0.86 -0.03 0.55
S 0.298 -1.571 1.831 -0.08 -0.07 -0.13
C -1.457 0.155 -1.999 0.87 -0.36 0.11
N -0.549 0.618 -3.037 0.48 0.33 -0.27
H -1.697 0.240 0.097 0.40 0.21 0.59
H -1.030 1.758 -0.756 -0.76 0.06 0.66
H 0.604 -0.548 -0.296 -0.53 -0.31 -0.06
H -0.140 1.364 1.427 -1.95 1.51 1.22
H 1.581 1.798 0.765 -0.44 0.53 0.22
H 2.286 -0.444 1.430 0.13 0.36 -0.13
H 1.423 0.268 2.813 0.37 0.25 -0.02
H -0.672 2.051 1.607 0.60 -1.17 -0.22
H -1.398 -0.939 -1.988 -0.32 -0.02 0.11
H -2.498 0.446 -2.144 0.01 0.05 -0.08
H 0.177 1.232 -2.694 -0.04 -0.17 0.19
H -0.924 1.043 -3.866 -0.55 -0.10 0.00
```
Positions in Å, forces in eV/Å.